No. 1
A molecular structure, C12H7N2O5Y at a distorted geometry. Source: the OMol25 dataset; level of theory: the ωB97M-V functional and the def2-TZVPD basis.

```
27
Properties=species:S:1:pos:R:3:forces:R:3
Y 0.4892 -0.6590 -0.8335 -0.5 0.4 2.6
O -1.0580 -0.3673 -3.9595 1.6 -0.6 4.5
O -1.6422 2.1742 -0.0553 1.3 -3.6 -0.1
O -1.8146 -0.5473 1.7488 -0.3 0.1 -3.4
O 1.4503 1.6879 1.7952 -1.1 -2.2 -2.9
O 1.5748 1.7555 -3.2901 -0.7 -1.9 2.6
N 2.0852 -3.0207 2.6384 -0.4 0.2 -0.4
N 1.3222 -2.0065 0.8172 -0.5 0.2 1.2
C 1.3041 -2.0282 2.1724 0.6 -0.8 -0.5
C 1.1556 0.9985 0.9278 1.5 2.4 3.2
C 1.3114 1.0642 -2.4201 1.3 2.5 -2.8
C -1.7824 -0.4947 0.5228 0.3 -1.0 3.1
C -0.6521 -0.5152 -2.8888 -2.9 0.4 -6.3
C 2.6363 -3.7076 1.5512 0.0 0.4 0.1
C -1.0762 1.1608 -0.2592 -0.6 3.1 -1.2
C 4.0221 -5.1111 0.1943 -0.6 0.4 0.6
C 3.5236 -4.4658 -0.9425 -0.5 0.6 -0.6
C 2.5854 -3.4310 -0.8409 -0.1 -0.1 -0.1
C 3.5665 -4.7208 1.4685 0.9 -1.0 -0.4
C 2.1417 -3.0662 0.4261 0.5 -0.1 -0.1
H 4.7468 -5.9099 0.0307 -0.2 0.3 0.4
H -2.4810 -1.0696 -0.1901 0.1 0.5 0.8
H 3.9493 -5.1945 2.3669 0.0 0.0 -0.1
H 2.1746 -2.9010 -1.7185 0.4 -0.4 0.0
H 2.2534 -3.2589 3.6078 -0.2 0.2 0.0
H 3.8800 -4.7655 -1.9319 -0.1 0.1 0.4
H 0.7505 -1.3557 2.8288 0.1 -0.2 -0.3
```
Positions in Å, forces in eV/Å.

Calculated values
Net charge: +2
2S+1: 1
Energy above the lowest of the compared OMol25 structures with the same formula, charge and spin in kcal per mole: 12.15
Frontier orbital gap (spin up / spin down) in hartree: 0.2093 / 0.2094
M in g/mol: 348.1
Electronic energy in eV: -26799.5578

***

No. 2
A single C12H8 molecule at a distorted geometry. Source: the OMol25 dataset; level of theory: the ωB97M-V functional and the def2-TZVPD basis.

```
20
Properties=species:S:1:pos:R:3:forces:R:3
C 2.9407 -1.1034 0.3379 -1.4 1.7 -2.1
C 0.5649 -0.7158 -0.0631 -2.1 2.4 -1.1
C 3.0258 0.2360 -0.2155 2.8 -1.4 2.9
C 1.5747 -1.5446 0.1549 5.8 -4.3 1.4
C -1.7304 -0.0570 -0.0649 -0.6 0.1 1.2
C -4.4120 -0.4397 0.1075 8.0 1.1 -2.0
C 2.1152 1.2227 -0.3192 -2.2 -0.3 -2.5
C -0.8182 -1.1158 -0.1405 -3.2 0.9 -2.5
C 0.8428 0.6972 -0.2362 -1.2 0.8 2.3
C -1.3399 1.3397 0.4179 -1.8 -1.2 -1.0
C -3.2038 -0.3279 -0.2662 -2.1 0.4 3.1
C -0.0555 1.7264 0.2274 -2.2 -2.7 -1.6
H 3.9217 0.6485 0.0255 3.5 0.9 -0.3
H 2.0966 2.3221 -0.6868 1.2 -2.0 1.1
H -5.3092 -0.7940 -0.1209 -3.7 -1.0 -0.3
H -1.3578 -2.0531 -0.6884 2.2 1.8 1.9
H 3.9565 -1.6364 0.6950 -3.0 1.0 -1.1
H -2.2041 1.9684 0.7434 1.1 -0.4 -0.3
H 1.5236 -2.6524 0.2232 -1.0 0.8 0.2
H 0.3468 2.6901 0.1686 0.0 1.5 0.6
```
Positions in Å, forces in eV/Å.

Calculated values
2S+1: 1
Energy above the lowest of the compared OMol25 structures with the same formula, charge and spin in kcal per mole: 135.08
Frontier orbital gap in hartree: 0.3193
M in g/mol: 152.2
Electronic energy in eV: -12567.5482
SMILES: C#Cc1ccc2ccccc2c1

***

No. 3
A molecular structure, C12H8F3IrNO4S at a distorted geometry. Source: the OMol25 dataset; level of theory: the ωB97M-V functional and the def2-TZVPD basis.

```
30
Properties=species:S:1:pos:R:3:forces:R:3
Ir -0.0163 -0.0727 0.0968 1.4 -0.8 0.2
S -1.8018 1.8224 -0.1695 -0.4 0.7 0.2
F 0.3188 -2.5479 -1.3127 0.0 0.2 0.0
F -1.0306 -2.7717 0.3746 0.1 0.0 -0.2
F 1.0996 -2.7015 0.7063 0.0 0.0 -0.2
O -2.5256 2.5213 -1.1955 0.1 -0.2 -0.2
O -2.1313 2.1993 1.1870 -0.1 0.0 -0.1
O -0.2681 1.9317 -0.3775 -0.7 0.0 0.2
O -1.9643 0.2715 -0.3197 0.1 0.4 0.0
N 2.0268 -0.1035 0.2732 -0.1 0.2 -0.8
C -0.5671 0.0037 4.3626 0.1 0.0 -0.3
C 3.9239 -0.0266 1.6859 0.3 0.0 0.2
C 2.8445 -0.0872 -0.7839 0.0 -0.1 -0.3
C 0.2097 -0.0826 2.0946 0.0 -0.2 -1.5
C 1.5351 -0.0624 2.5377 -0.3 -0.1 0.7
C 2.5445 -0.0708 1.5009 0.2 0.0 0.4
C 0.0917 -2.0962 -0.0287 -0.5 0.0 1.1
C 0.7522 0.0133 4.8098 0.0 0.0 0.3
C 4.2168 -0.0272 -0.6740 0.0 -0.1 0.1
C 4.7731 0.0083 0.6002 -0.2 -0.1 0.0
C -0.8373 -0.0339 3.0041 -0.2 -0.1 0.2
C 1.7961 -0.0230 3.9075 0.1 0.1 0.0
H -1.8584 -0.0183 2.6488 0.0 0.0 -0.1
H 0.9579 0.0598 5.8726 0.0 0.0 0.0
H -1.3834 0.0312 5.0737 0.0 0.0 0.0
H 5.8466 0.0505 0.7307 0.0 0.0 0.1
H 4.8359 -0.0359 -1.5595 -0.1 0.1 0.0
H 4.3181 -0.0247 2.6924 0.0 0.1 0.0
H 2.8164 -0.0089 4.2745 0.0 0.0 0.0
H 2.3640 -0.1344 -1.7523 -0.1 0.0 0.0
```
Positions in Å, forces in eV/Å.

Calculated values
Net charge: -1
2S+1: 1
Frontier orbital gap in hartree: 0.2833
M in g/mol: 511.5
Electronic energy in eV: -44084.3273

***

No. 4
A molecular structure, C12H8I2IrN2O4S5 at a distorted geometry. Source: the OMol25 dataset; level of theory: the ωB97M-V functional and the def2-TZVPD basis.

```
34
Properties=species:S:1:pos:R:3:forces:R:3
Ir 0.3319 0.5303 0.3087 1.4 2.4 0.6
I 0.7751 -1.4357 2.1283 -0.3 -0.3 -0.2
I -0.6965 -0.9198 4.2999 0.0 0.0 0.0
S 7.6188 0.5715 -0.2515 0.0 0.0 0.0
S 2.0136 -0.7492 -0.6401 0.0 0.0 0.0
S 4.9451 -0.6765 -0.5571 0.0 0.3 0.0
S 2.2294 2.1505 1.2987 -1.2 -1.6 -0.2
S 5.1630 1.9135 0.7561 0.0 0.0 0.1
O -1.3901 0.0765 -0.6472 -0.6 -1.0 0.1
O -8.2792 -0.0522 -1.0769 0.0 0.0 0.1
O -8.4143 0.6763 0.9513 0.0 0.0 -0.1
O -1.5067 1.1356 1.2179 0.0 0.3 -0.1
N -7.7976 0.3376 -0.0355 0.0 0.0 0.0
N 0.4433 2.7307 -1.8190 0.1 0.1 0.0
C 0.4356 1.9048 -1.0189 -0.3 -0.1 -0.1
C -4.3595 1.0070 1.2406 0.0 0.0 0.0
C -5.5818 -0.0773 -1.0297 0.0 0.0 0.0
C -3.6006 0.5237 0.1771 0.0 0.1 0.1
C -2.1409 0.5955 0.2632 0.2 -0.2 -0.1
C 3.4477 0.0727 -0.0685 0.0 -0.2 -0.4
C -6.3147 0.4039 0.0396 0.0 0.0 0.0
C 2.2585 1.7017 3.0612 0.4 1.0 0.1
C 6.0202 0.6115 -0.0299 0.0 -0.1 0.0
C -5.7395 0.9425 1.1757 0.0 0.0 0.0
C 3.5512 1.2432 0.5811 0.3 0.1 0.4
C -4.2017 -0.0190 -0.9558 0.0 0.0 0.0
H -3.5933 -0.3937 -1.7670 0.0 0.0 0.0
H 0.4554 3.4699 -2.4956 0.0 -0.1 0.0
H -3.8661 1.4244 2.1074 0.0 0.0 0.0
H -6.3690 1.2965 1.9779 0.0 0.0 0.0
H 3.2571 1.8497 3.4696 0.0 0.1 -0.1
H 1.5620 2.3797 3.5553 0.1 0.1 -0.1
H -6.0929 -0.4850 -1.8886 0.0 0.0 0.0
H 1.9490 0.7022 3.2454 -0.1 -0.7 -0.1
```
Positions in Å, forces in eV/Å.

Calculated values
Net charge: +1
2S+1: 1
Frontier orbital gap in hartree: 0.2156
M in g/mol: 850.6
Electronic energy in eV: -96951.9473

***

No. 5
A molecular structure, C12H8N2O5ReS. Source: the OMol25 dataset; level of theory: the ωB97M-V functional and the def2-TZVPD basis.

```
29
Properties=species:S:1:pos:R:3:forces:R:3
Re 0.1615 1.0235 0.4520 -0.2 0.1 -0.9
S 0.0898 1.0960 -1.8793 0.0 -0.3 0.2
O 0.2198 0.3444 6.5128 0.0 0.0 0.1
O -3.3236 0.8773 2.4981 -0.1 0.0 -0.1
O -1.6947 0.9919 0.9281 0.2 0.1 0.0
O 1.9721 1.0756 0.9495 0.0 0.2 -0.1
O 3.6178 0.8316 2.5072 0.1 0.0 -0.2
N 0.1439 0.8012 2.4963 0.1 -0.1 0.8
N -1.1444 2.1153 -3.9541 0.0 0.0 0.0
C -1.0210 0.7451 3.1580 0.2 0.0 -0.4
C 1.3155 0.7446 3.1673 -0.3 0.0 -0.4
C 1.3617 0.5970 4.5152 0.0 0.0 0.3
C -2.0973 2.6713 -4.7200 0.0 0.0 -0.1
C -2.1818 0.8704 2.2084 0.1 -0.1 0.3
C -2.4496 2.3163 -2.0144 -0.1 0.0 0.1
C -1.2785 1.9229 -2.6212 0.1 0.2 0.1
C -3.2829 3.0684 -4.1525 -0.1 0.0 0.1
C -1.0816 0.6018 4.5108 0.0 0.0 0.2
C -3.4576 2.8863 -2.7865 0.1 0.0 0.0
C 2.4802 0.8789 2.2240 -0.1 -0.1 0.5
C 0.1372 0.5053 5.2161 -0.1 0.0 0.0
H 2.2998 0.5559 5.0538 0.0 0.0 0.0
H -0.2812 1.8176 -4.3988 0.0 0.0 0.0
H -4.0546 3.5093 -4.7665 0.0 0.0 0.0
H -2.5897 2.1613 -0.9535 0.0 0.0 -0.1
H -0.6344 0.2770 6.9663 0.0 0.0 -0.1
H -4.3828 3.1860 -2.3118 0.0 0.0 0.0
H -1.8786 2.7779 -5.7731 0.1 0.0 0.0
H -2.0440 0.5687 5.0072 0.0 0.0 0.0
```
Positions in Å, forces in eV/Å.

Calculated values
Net charge: +2
2S+1: 4
Frontier orbital gap (spin up / spin down) in hartree: 0.2455 / 0.2671
M in g/mol: 478.5
Electronic energy in eV: -38740.7952
Expectation value of S²: 3.77

***

No. 6
A molecular structure, C12H9AlF2N2O3S4 at a distorted geometry. Source: the OMol25 dataset; level of theory: the ωB97M-V functional and the def2-TZVPD basis.

```
33
Properties=species:S:1:pos:R:3:forces:R:3
S -0.3850 1.4345 -1.7114 0.3 0.0 0.2
S 1.5258 -1.3704 1.4279 -1.3 0.9 -0.6
S -3.0583 1.9809 0.3144 0.5 -0.3 -0.2
S -2.2490 -1.2043 0.7022 -1.4 -0.2 0.0
Al -0.9365 0.6464 0.3692 0.3 0.3 1.0
F -0.3033 3.1265 2.0899 -0.1 -0.9 0.2
F -0.5076 1.1900 3.2516 0.1 0.3 0.1
O 0.5012 -0.7158 0.5176 0.3 -0.2 0.2
O 2.3709 -0.3640 2.0222 0.4 0.2 0.3
O 2.2083 -2.4443 0.7528 -0.1 -0.3 0.0
N -6.5229 1.8470 0.6142 -0.1 -0.3 0.3
N -5.6733 -1.9819 2.0928 1.1 0.9 -1.1
C -0.1295 1.7124 2.0203 -0.3 0.0 -1.7
C 2.4072 -0.1397 -4.0890 2.7 1.3 1.8
C 1.2863 0.3822 -3.5090 -0.8 -1.3 -1.1
C 3.6182 0.4637 -2.0706 -1.0 -0.6 -1.2
C 0.5566 -2.0713 2.7648 0.5 0.6 -1.1
C 3.6313 -0.0466 -3.3859 0.8 -0.7 -0.1
C -4.9170 -1.3523 1.4582 -1.9 -2.0 1.3
C 1.2282 0.8655 -2.2274 -0.3 0.8 0.8
C -5.5359 1.2594 0.7114 0.4 0.1 -0.3
C -3.9632 -0.6027 0.7740 2.4 0.5 0.3
C -4.1764 0.7249 0.6408 -1.1 1.0 -0.4
C 2.4212 0.9387 -1.5118 0.8 -1.2 -2.0
H 2.5139 1.1704 -0.5163 -0.5 0.9 2.3
H 0.3740 0.1778 -4.0380 -0.5 0.4 -0.1
H 1.3480 -2.4166 3.3925 0.2 -0.6 0.8
H 2.4846 -0.5007 -5.0634 -0.5 -0.7 -1.5
H -0.0159 -1.2842 3.2302 -0.1 0.2 0.1
H -0.0856 -2.8314 2.3512 -0.1 -0.3 0.1
H 0.9401 1.5682 1.8936 0.4 0.2 0.6
H 4.4582 0.3363 -1.4145 0.5 0.3 0.0
H 4.5855 -0.4986 -3.8546 -1.6 0.8 0.9
```
Positions in Å, forces in eV/Å.

Calculated values
Net charge: -2
2S+1: 1
Energy above the lowest of the compared OMol25 structures with the same formula, charge and spin in kcal per mole: 10.18
Frontier orbital gap in hartree: 0.2510
M in g/mol: 422.5
Electronic energy in eV: -77090.9505